Below is a molecular structure, C15H15N3NiP, with properties calculated with ωB97M-V/def2-TZVPD.

Results
Relative energy (zero: lowest compared OMol25 entry of this formula, charge and spin)   0.0 kcal/mol
2S+1   3
HOMO level (spin up / spin down)   -1.295 / -5.334 eV
Net charge   -1

```
35
Properties=species:S:1:pos:R:3:lowdin_charge:R:1
C -1.19357 -1.34607 -0.26793 -0.249
C -2.51149 -1.19627 -0.66337 -0.242
C -3.18017 0.03943 -0.79496 -0.158
C -2.56153 1.28352 -0.54381 -0.249
C -1.23566 1.41914 -0.23311 -0.128
Ni 0.02154 0.02711 -0.06480 0.067
P 1.41946 -1.61166 -0.00017 0.799
H -0.95890 -2.43000 -0.11861 -0.013
H -3.09707 -2.09956 -0.87603 0.075
H -4.22196 0.02619 -1.10202 0.078
H -0.90553 2.47401 -0.14509 0.023
H -3.20211 2.17108 -0.63010 0.076
H 2.45503 -1.56368 -0.97339 -0.088
H 0.99895 -2.93746 -0.24360 -0.086
H 2.09389 -1.81879 1.23327 -0.077
N 10.02621 3.23063 2.47547 0.060
C 8.91043 3.00638 2.20324 -0.260
C 7.53181 2.71946 1.91157 -0.311
C 7.14830 2.28272 0.63328 -0.080
C 5.80615 1.97657 0.36237 -0.059
C 4.84287 2.23078 1.34913 -0.266
C 5.21767 2.66964 2.62446 -0.066
C 6.56675 2.86964 2.92015 -0.083
N 3.45998 2.13707 1.03792 -0.026
C 2.46580 2.95471 1.59987 -0.050
C 1.26953 2.43308 1.23016 -0.126
N 1.49279 1.30956 0.42192 -0.063
C 2.82739 1.18203 0.31181 -0.163
H 7.90208 2.19109 -0.15202 0.100
H 5.48960 1.61609 -0.61828 0.091
H 4.45396 2.84252 3.38670 0.094
H 6.86946 3.16487 3.92144 0.098
H 2.70461 3.81375 2.19629 0.108
H 0.25854 2.72611 1.46545 0.084
H 3.34227 0.37899 -0.19089 0.090
```



Below is a molecular structure, C15H15N3PYb, with properties calculated with ωB97M-V/def2-TZVPD.

Results
Relative energy (zero: lowest compared OMol25 entry of this formula, charge and spin)   0.0 kcal/mol
2S+1   2
HOMO level (spin up / spin down)   -3.670 / -7.744 eV
Net charge   0

```
35
Properties=species:S:1:pos:R:3:lowdin_charge:R:1
C 5.11572 -1.15434 0.22036 -0.253
C 4.45317 -1.82173 1.28736 -0.233
C 3.59311 -2.79970 0.70834 -0.245
C 3.77331 -2.77837 -0.70656 -0.228
C 4.71210 -1.75805 -1.00787 -0.234
Yb 2.79521 -0.76022 0.00210 1.113
P 3.11286 2.09904 -0.63135 0.690
H 5.82438 -0.33681 0.31796 0.097
H 4.47336 -1.51571 2.33294 0.102
H 2.80571 -3.33545 1.23286 0.103
H 5.04868 -1.46020 -1.99945 0.101
H 3.17551 -3.32085 -1.43806 0.104
H 3.47573 2.37180 -2.00305 -0.106
H 3.88685 2.90278 0.25576 -0.134
H 1.89939 2.84099 -0.53983 -0.120
N -8.05776 0.48591 0.78328 0.124
C -6.89562 0.57085 0.67444 -0.206
C -5.46598 0.64390 0.54458 -0.260
C -4.65990 0.46475 1.68676 -0.028
C -3.27707 0.41134 1.52578 -0.029
C -2.73732 0.63008 0.26897 -0.239
C -3.51662 0.86657 -0.86470 -0.018
C -4.90558 0.85611 -0.72681 -0.032
N -1.32682 0.56859 0.15225 -0.061
C -0.61793 1.35292 -0.72843 -0.112
C 0.51408 0.65826 -1.04740 -0.333
N 0.50911 -0.56492 -0.37405 -0.129
C -0.57143 -0.55260 0.39570 -0.175
H -5.11196 0.35307 2.67547 0.119
H -2.57742 0.29800 2.35276 0.113
H -3.02125 1.02670 -1.82242 0.109
H -5.54270 1.00629 -1.60069 0.118
H -1.01553 2.32036 -0.99090 0.112
H 1.12814 0.76935 -1.92207 0.063
H -0.99554 -1.33871 0.98599 0.107
```



Below is C15H15NO5S in the gas phase, with properties calculated with ωB97M-V/def2-TZVPD.

Results
Structure (SMILES)   O=C(C[C@@H](SCCO)c1ccc([N+](=O)[O-])cc1)c1ccco1
Relative energy (zero: lowest compared OMol25 entry of this formula, charge and spin)   81.3 kcal/mol
HOMO level   -9.008 eV
Net charge   0

```
37
Properties=species:S:1:pos:R:3:lowdin_charge:R:1
O 0.81083 -2.10960 2.02491 0.106
C 0.88681 -2.20284 0.81875 -0.344
C -0.29512 -1.92999 -0.09654 -0.124
C -0.09982 -0.61685 -0.85176 -0.518
S -1.50537 -0.32664 -2.02689 0.935
C -2.89958 -0.06000 -0.88347 -0.445
C -3.97672 0.76411 -1.58672 -0.349
O -5.09509 0.97064 -0.76611 -0.059
C 0.08153 0.61610 -0.02349 -0.250
C -0.34290 0.70652 1.30099 -0.022
C -0.20424 1.89071 2.00044 0.027
C 0.35582 2.99539 1.37386 -0.151
N 0.49461 4.23138 2.09963 -0.365
O 1.04476 5.15491 1.53789 0.081
O 0.04914 4.27552 3.22681 0.081
C 0.78444 2.92432 0.05215 0.018
C 0.64181 1.73954 -0.63550 -0.020
C 2.12412 -2.57649 0.14929 -0.198
C 3.36375 -2.85387 0.68515 0.027
C 4.20112 -3.16944 -0.39955 -0.040
C 3.41992 -3.06546 -1.51610 -0.093
O 2.17437 -2.71076 -1.19993 0.045
H -0.37878 -2.73379 -0.82949 0.126
H -1.20351 -1.90259 0.50602 0.119
H 0.74175 -0.71711 -1.54198 0.103
H -3.30520 -1.02651 -0.58264 0.084
H -2.51982 0.47519 -0.01064 0.072
H -4.34487 0.22378 -2.46183 0.117
H -3.54507 1.71683 -1.92396 0.115
H -4.84166 1.50746 -0.00657 0.091
H -0.75774 -0.14890 1.80858 0.113
H -0.52337 1.97077 3.02827 0.123
H 1.21770 3.79718 -0.41115 0.121
H 0.95596 1.67390 -1.66642 0.120
H 3.61505 -2.82765 1.72522 0.123
H 5.23638 -3.43823 -0.36199 0.106
H 3.63900 -3.21753 -2.55526 0.128
```



Below is a molecular structure, C15H15NSn, with properties calculated with ωB97M-V/def2-TZVPD.

Results
Relative energy (zero: lowest compared OMol25 entry of this formula, charge and spin)   0.0 kcal/mol
HOMO level (spin up / spin down)   2.066 / 2.371 eV
Net charge   -2

```
32
Properties=species:S:1:pos:R:3:lowdin_charge:R:1
C -0.93211 0.98971 -1.99965 -0.217
C 0.43222 1.03010 -2.35248 -0.229
C 1.11147 1.91336 -1.44205 -0.409
C 0.13066 2.37041 -0.47806 -0.318
C -1.12237 1.79794 -0.83852 -0.198
Sn 2.09902 0.86043 0.74365 0.499
N -0.89242 -1.55616 -0.38311 -0.063
C -0.92413 -2.90750 -0.64031 -0.247
C 0.44426 -2.13373 -0.52495 -0.191
H 2.11374 2.31386 -1.59439 0.028
H 0.89507 0.51552 -3.19539 0.057
H 0.30295 3.08014 0.32645 0.041
H -2.06678 1.97578 -0.33365 0.056
H -1.71894 0.44773 -2.52760 0.060
H 0.97256 -1.93001 -1.45189 0.061
H -1.19200 -3.21283 -1.64864 0.069
H -1.09214 -1.33504 0.59895 0.096
H 1.04096 -2.20419 0.39309 0.038
H -1.21818 -3.54768 0.18804 0.076
C 0.81049 0.46814 2.36295 -0.419
C 0.53998 0.35378 3.57050 -0.226
C 0.33937 0.21414 4.96340 -0.302
C -0.83533 0.71464 5.57540 -0.085
C -1.01504 0.60665 6.95524 -0.157
C -0.03962 -0.00164 7.75264 -0.190
C 1.12735 -0.50372 7.16334 -0.157
C 1.32098 -0.40420 5.78605 -0.078
H -1.59836 1.18994 4.95475 0.096
H -1.92399 0.99932 7.41112 0.076
H -0.18596 -0.08514 8.82926 0.060
H 1.89020 -0.97741 7.78263 0.077
H 2.23239 -0.79933 5.32842 0.096
```



Below is C15H16 in the gas phase, with properties calculated with ωB97M-V/def2-TZVPD.

Results
Structure (SMILES)   C=C(C)C1=CC2=C(C=CC2=C)C(C)=CC1
Relative energy (zero: lowest compared OMol25 entry of this formula, charge and spin)   33.1 kcal/mol
HOMO level   -7.606 eV
Net charge   0

```
31
Properties=species:S:1:pos:R:3:lowdin_charge:R:1
C -1.60855 3.14415 -1.14363 0.055
C -1.68921 2.26886 -0.05033 -0.267
C -2.61633 2.62925 1.13569 -0.089
C -0.95039 0.92999 -0.00421 -0.195
C 0.29238 0.87405 -0.55198 0.020
C 1.08866 -0.34932 -0.76662 -0.142
C 1.20140 -1.34639 0.14473 -0.121
C 2.05484 -2.44499 -0.44976 0.043
C 2.27194 -2.06389 -1.79403 -0.070
C 1.81827 -0.76128 -1.96684 -0.281
C 2.01021 0.06702 -3.10291 0.165
C 0.45324 -1.45093 1.42937 -0.247
C 1.22904 -2.15716 2.45104 -0.079
C -0.80742 -0.98873 1.66666 0.006
C -1.62263 -0.25373 0.54648 -0.132
H -0.90315 2.77197 -1.89335 0.042
H -2.04662 4.13484 -1.17275 0.054
H -2.19934 2.27606 2.11093 0.083
H -3.65192 2.20935 0.88701 0.098
H -2.87334 3.67779 1.34926 0.066
H 0.65727 1.75755 -1.11783 0.109
H 2.35586 -3.35052 0.05083 0.094
H 2.81399 -2.69160 -2.50658 0.110
H 1.65863 1.02669 -3.06290 0.018
H 2.46280 -0.44025 -4.00445 0.090
H 0.66975 -2.22061 3.30162 0.034
H 2.27701 -1.79671 2.63180 0.114
H 1.32031 -3.24658 2.26959 0.091
H -1.30716 -1.23704 2.62725 0.114
H -2.52082 0.04466 1.13625 0.107
H -1.83872 -1.01250 -0.15032 0.109
```



Below is a molecular structure, C15H16Cl2FMnNSSi, with properties calculated with ωB97M-V/def2-TZVPD.

Results
Relative energy (zero: lowest compared OMol25 entry of this formula, charge and spin)   2.5 kcal/mol
2S+1   6
HOMO level (spin up / spin down)   -7.670 / -7.867 eV
Net charge   0

```
38
Properties=species:S:1:pos:R:3:lowdin_charge:R:1
Mn -0.58974 -0.12749 -0.00222 0.633
C 4.18747 -0.07798 -0.00508 -0.188
Si 2.38683 -0.58063 0.00003 0.360
C 2.11847 -1.64565 1.51821 -0.182
C 2.11367 -1.64931 -1.51531 -0.182
N 1.20660 0.71065 -0.00014 -0.195
C 1.37004 2.08713 0.00091 -0.303
C 2.59126 2.78472 0.00307 -0.029
C 2.65266 4.17011 0.00406 -0.093
C 1.50253 4.94477 0.00299 -0.103
C 0.27398 4.29901 0.00090 -0.025
C 0.25905 2.92788 -0.00002 -0.218
F -0.97553 2.30193 -0.00211 -0.087
H 4.79796 -0.98495 -0.00808 0.038
H 4.46010 0.49577 0.88174 0.033
H 4.45330 0.49735 -0.89293 0.033
H 2.54733 -2.64253 1.40304 0.036
H 1.06750 -1.78954 1.78980 -0.007
H 2.60169 -1.16957 2.37679 0.032
H 2.54272 -2.64606 -1.39940 0.036
H 2.59494 -1.17479 -2.37584 0.032
H 1.06218 -1.79407 -1.78462 -0.007
H 3.50852 2.22566 0.00410 0.067
H 3.62418 4.64765 0.00577 0.103
H 1.55458 6.02417 0.00381 0.099
H -0.66227 4.84060 0.00002 0.118
Cl -2.99838 0.48195 -0.00686 0.750
C -3.83586 -1.07365 -0.00349 -0.598
C -5.21547 -0.99665 -0.00547 -0.119
C -5.94174 -2.17507 -0.00285 -0.081
C -5.26881 -3.38557 0.00165 -0.114
C -3.88563 -3.41740 0.00353 -0.684
Cl -3.12449 -4.97524 0.00923 0.667
C -3.09518 -2.25510 0.00099 -0.708
S -1.34821 -2.37240 0.00328 0.569
H -5.70456 -0.03344 -0.00895 0.104
H -7.02226 -2.15093 -0.00432 0.108
H -5.80944 -4.32135 0.00378 0.105
```